Entry from the OMol25 dataset: 10 unconnected molecules or ions with the total composition C53H121N5O13 in a non-equilibrium geometry (wB97M-V/def2-TZVPD).

Element x y z (Å)
H  0.58112  -3.69725  -2.03643
H  0.62669  4.28170  2.50905
O  1.24138  0.59569  0.08073
H  -6.91006  4.54837  0.41152
C  -3.91087  -1.88592  0.40629
H  2.06567  -0.69113  -6.00495
H  6.60294  0.15482  -3.05135
C  -2.33493  4.54702  -1.76018
H  -2.71849  1.24464  -4.48834
H  3.92173  -3.79250  0.21531
H  0.37645  -2.49193  1.65415
C  -6.40843  3.64510  0.75873
C  6.49955  -0.92447  -3.16332
H  -3.52813  -2.37813  -4.29947
C  -1.84958  2.44491  7.66869
H  -2.49679  -0.24721  8.43596
C  1.76868  -0.55313  6.46544
H  2.12000  1.45783  1.53796
H  -7.35991  3.02661  -1.66583
C  4.96624  -1.26446  -3.38723
H  -1.73435  4.52182  -0.85090
N  -0.95687  -1.17835  -3.82729
O  5.07583  -1.88468  -5.77456
H  4.84403  1.48814  -2.77958
H  0.54630  -1.95865  -1.71516
N  -4.10114  3.53653  -0.59144
C  -2.08241  -3.49069  -5.35310
H  -5.12752  6.03327  -0.21740
C  3.90176  0.95126  -2.67004
H  2.85490  1.51949  4.74430
C  -1.92868  0.86495  5.84865
H  1.66348  -6.98829  0.84107
C  4.81651  -2.73025  -3.06643
C  -4.10235  5.98427  -0.58445
C  -1.13187  0.83622  0.49600
C  5.08417  1.20187  -5.79100
O  -0.25365  -0.00257  -3.39906
H  4.54638  -0.61544  -1.39068
H  0.69712  3.73968  -0.01595
H  5.16754  -3.00243  -2.07104
O  -0.75016  5.88425  3.09923
H  3.79378  -3.07022  -3.22932
H  -2.25052  1.49461  -0.93903
H  0.31069  -0.24167  1.61739
H  2.68268  -2.18096  2.35666
H  -7.18044  3.01111  1.19484
C  3.19610  -2.88773  3.00855
H  -4.50693  5.73625  -3.14002
H  0.00115  4.12581  4.06709
O  0.88821  2.79755  -1.84256
C  -1.21429  1.18885  7.16918
H  2.63894  5.29760  0.65433
H  0.83581  3.08047  -2.75842
C  -2.83148  -2.19519  -5.11760
C  3.19636  0.95157  -4.02365
H  -1.57417  -3.39063  -6.31215
H  2.54999  -5.64061  5.09193
H  6.87768  -1.27184  -2.20184
H  2.43798  -1.03726  5.75427
C  -2.97855  0.21158  -4.25758
H  0.26958  -4.40293  0.09523
H  -2.75321  -1.06144  -0.81790
H  -0.51425  -1.10445  -6.38065
H  -4.29509  -0.86612  0.38394
H  3.26881  -6.75202  0.15248
C  -1.06449  -0.14990  5.02142
H  -2.03128  3.63192  -2.26859
C  -6.05353  4.45426  -2.55791
H  0.42402  4.71065  -1.38894
H  1.70621  2.68588  5.41187
H  2.43450  -2.85328  0.29067
H  5.44811  -3.30559  -3.74331
C  -3.78031  4.70245  -1.39606
H  -6.49413  0.97944  -0.14016
H  -0.85034  -3.60647  2.13297
H  0.34727  -4.40174  4.06287
H  5.97277  1.24397  -5.16114
C  3.96005  0.27008  -5.21937
H  -0.46090  -4.56005  -4.37395
O  -4.63432  -4.28455  0.29600
C  -5.10432  -2.92890  0.20288
H  2.71883  -4.16506  -0.91789
H  0.95417  -1.23615  6.70663
C  2.20226  -4.95465  0.96441
N  4.55617  -1.03262  -4.74177
H  -4.10407  4.01386  -3.43953
H  2.95218  1.99228  -4.23668
H  -0.93871  -2.82801  -1.61796
H  -3.96323  0.14771  -4.72064
H  -1.18783  -0.91695  7.64145
H  -5.90021  -2.72434  0.91899
C  2.77377  -4.62677  4.76006
H  2.27396  0.92812  -6.41209
H  -0.00127  -5.49276  1.32189
C  0.90115  -3.74881  3.38835
H  2.26404  -0.33953  7.41258
H  -1.68566  3.26745  6.97253
O  -3.34798  3.45925  0.59960
C  -5.52769  3.01584  -0.46568
H  -1.96166  1.81079  5.30790
H  -5.75526  -2.80769  -0.66296
C  4.06158  -0.56065  -2.36539
H  7.09219  -1.41574  -3.93502
H  2.24827  0.42960  -3.89415
H  4.29114  -2.42631  -5.88624
O  3.93302  -5.65348  2.31566
H  1.76484  -1.70988  -4.03862
H  3.35535  1.38530  -1.83270
C  2.27294  -6.31691  0.23616
O  0.81840  1.86508  8.03795
O  -1.91996  0.62990  -0.68481
H  5.62095  0.84969  -6.67187
H  -3.43286  -2.01989  -6.00963
H  -4.84831  1.01620  -0.95414
H  -1.63795  -0.35084  4.11651
H  -1.96343  5.36483  -2.37765
H  -0.02619  -1.01520  0.06981
C  -0.22562  -2.48242  -3.63590
C  0.23051  -3.50110  2.03935
H  -3.81645  -4.30245  -0.20637
C  1.15666  0.76870  5.94060
C  -1.07837  -3.69347  -4.13754
H  3.14126  3.55577  -0.54309
C  -1.46522  -0.00892  8.17682
H  3.06052  -0.98944  -2.31942
O  2.69250  1.82903  2.21329
C  -4.53736  4.72447  -2.73569
H  3.49412  -2.32613  3.89393
H  4.13381  -3.10750  2.49814
H  3.84726  -4.58216  4.94373
H  -0.10116  6.35197  3.62993
H  4.04165  0.51030  1.54678
C  1.10437  -2.52749  -4.32745
C  1.09184  3.93561  -1.01290
C  0.00003  -2.78484  -2.17024
H  3.87385  -6.55697  2.63471
C  2.85599  0.02419  -6.23255
H  2.15300  -4.07702  5.46754
H  0.10951  1.34723  4.10224
C  0.12769  -0.05360  0.55945
H  -5.06377  1.25735  0.69346
O  2.64108  5.58523  -0.26157
H  -0.81017  0.54271  -6.03810
C  2.83756  -3.85140  0.11923
H  -2.85452  0.36826  6.13883
H  3.10537  -0.01940  3.09450
C  2.20416  1.73320  5.59223
C  -1.31472  -0.42178  -6.09551
H  -3.51951  5.88539  0.33131
H  4.75783  2.22525  -5.97620
H  2.81780  1.78638  6.49152
H  -1.42820  2.82465  8.59946
C  -0.27149  4.50833  3.08350
H  1.05345  0.86607  -0.82104
H  0.83473  -0.27584  4.04053
H  0.90390  -2.75241  3.83026
C  0.64442  -4.64591  1.08949
H  -5.79334  3.88262  1.62670
H  -1.80243  0.54461  1.30434
H  -0.92503  0.04636  9.12194
H  -0.96592  3.80971  2.61681
C  3.56711  0.76475  2.49450
H  -0.96336  1.86349  0.81914
H  -3.08896  0.00666  -3.19272
H  -3.80464  6.89860  -1.09775
H  -6.42738  4.46065  -3.58177
C  -5.53959  1.49218  -0.25867
H  1.78940  -6.29939  -0.74056
H  -3.39007  -2.07357  1.34525
C  -2.03040  -0.90505  -4.82755
H  -1.71132  -4.02904  -3.31605
H  -6.08007  2.31693  -2.57203
C  -6.28328  3.08493  -1.82571
H  1.57537  -3.50662  -4.24058
N  0.20065  1.42668  6.92621
H  2.94227  4.34968  -2.00692
H  3.19560  -0.12280  -7.25782
H  1.04171  -2.51001  -5.41551
H  -3.79793  4.17770  1.05013
N  2.67554  -5.17997  2.31048
C  2.40674  -4.16531  3.35385
O  -3.02427  -1.96413  -0.63553
H  -2.11217  -0.29779  -6.82817
H  -2.75393  -4.34880  -5.38123
H  -2.90658  2.24867  7.84857
C  0.27205  0.42398  4.65839
C  2.57907  4.38125  -0.97969
H  -0.92703  -1.10405  5.53016
H  -0.71830  0.31409  -2.62096
H  -6.55821  5.23214  -1.98494
H  0.74942  1.06402  8.56250
H  4.37768  1.10184  3.14061

Properties
Frontier orbital gap ... 8.172 eV
SMILES ... CC1(C)CCCC(C)(C)N1O.CC1(C)CCCC(C)(C)N1O.CC1(C)CCCC(C)(C)N1O.CC1(C)CCCC(C)(C)N1O.CC1(C)CCCC(C)(C)N1O.OCCO.OCCO.OCCO.CO.CO
Charge ... 0

Entry from the OMol25 dataset: a molecular structure, C37H48BIMoN12P in a non-equilibrium geometry (wB97M-V/def2-TZVPD).

Element x y z (Å)
C  0.75506  4.59695  2.70909
C  3.60816  -0.31735  2.01159
H  -4.00704  -4.56065  -0.27121
P  -0.47424  -1.47165  -1.52711
C  1.64126  2.28775  6.17819
N  1.15576  2.52685  1.97149
N  2.25406  0.50055  3.47909
H  0.16696  3.85855  4.72269
H  -5.13484  -2.73985  1.05789
C  -1.57824  -1.55975  -4.02891
H  3.41076  0.17065  5.21519
C  -0.91194  -0.69055  4.23759
C  1.53836  -2.75385  -2.60021
H  3.48906  -3.56165  -2.93111
H  0.64626  5.65875  2.74629
H  0.69786  -4.72595  -0.73281
H  -2.66794  4.79655  -1.99231
N  0.36336  0.51035  6.36979
C  0.21716  3.09425  -1.35231
C  -1.06814  -1.15295  2.09999
N  -0.28484  -0.07895  2.21669
H  -3.46034  3.32865  -0.17091
C  -2.43554  3.28325  -0.50461
N  -0.17844  0.18555  3.53489
H  -1.95104  -0.08945  -5.58421
C  -3.93294  -1.14105  0.27679
N  0.37716  -2.91175  -1.71661
H  1.86416  -2.11755  0.32979
H  3.00166  3.88905  -3.18231
C  -1.39034  -1.01565  -5.44681
N  2.41446  0.26025  2.16569
N  -2.02184  -1.96365  -1.03921
N  0.19766  -0.43665  -0.57271
H  1.90616  -1.71725  -2.54661
H  -1.26674  -1.56165  1.12839
H  3.96666  -0.61385  1.03929
C  0.08636  -0.73755  -5.69641
H  -2.89674  -3.70815  0.80529
H  -5.28414  -2.52085  -0.68611
C  0.64336  -3.65835  -0.49881
C  -2.97014  -0.87745  -0.88511
C  -0.23254  2.24915  -0.29431
H  -1.91264  1.82955  0.96779
C  -3.52414  -3.60245  -0.08121
C  1.95656  -3.19955  0.13729
H  0.31646  0.83525  -2.65651
H  -0.18544  -3.50005  0.19489
C  2.66176  -3.70975  -2.23791
H  -0.95204  -0.62015  5.30839
C  -1.54204  2.39665  0.11689
C  4.23076  -0.45485  3.24399
H  1.77766  2.68055  8.33509
N  0.77926  2.46295  3.26109
H  0.20666  0.45115  8.43919
C  0.51456  3.69415  3.72389
H  2.09386  -3.70285  1.09519
H  0.43376  1.35695  -5.27781
N  -0.67464  -0.90185  -3.10231
C  -0.65754  4.06455  -1.93401
C  0.55876  0.39525  -4.78111
H  3.68136  -4.36775  -0.46791
H  -1.15004  1.05985  -3.63061
C  1.98116  3.94475  -2.83731
C  3.13996  -3.48365  -0.80131
C  0.60076  0.95515  7.58039
H  1.61626  0.27085  -4.55181
C  -2.00064  4.10135  -1.51011
C  1.52756  3.08605  -1.87431
H  -0.85454  5.72545  -3.27691
H  -1.37564  -2.63515  -4.00071
H  -3.56224  -0.76325  -1.80431
H  3.84066  -2.64665  -0.78051
H  -4.69844  -0.36425  0.27569
H  0.65696  -1.64595  -5.50131
C  -0.26774  0.42545  -3.48131
H  -1.77294  -1.74765  -6.15611
H  2.31296  -4.73435  -2.36681
C  1.11216  4.91315  -3.35341
C  -2.64904  -3.24245  -1.28521
H  1.48056  5.60045  -4.09831
N  0.97406  1.32125  5.49349
H  -2.40324  0.04785  -0.72221
H  5.19546  -0.87055  3.44169
H  1.21336  -2.93855  -3.62791
H  -3.39514  -1.07495  1.22249
Mo  0.91836  0.74035  0.73469
B  0.92806  1.13345  4.00599
C  1.41516  2.09515  7.51829
H  2.22476  3.02915  5.67019
H  -2.62574  -1.40275  -3.73231
H  -2.12494  -2.40585  3.58339
C  -1.49694  -1.57265  3.35109
H  0.24426  -0.46255  -6.73761
C  -0.18014  4.96965  -2.90601
I  2.91756  1.61785  -1.12191
H  -3.28524  -3.18975  -2.17741
H  1.48376  4.14385  0.66039
C  -4.57774  -2.52085  0.14589
H  -1.87834  -3.99455  -1.45281
C  3.33296  0.07835  4.15099
C  1.16556  3.81655  1.63429

Properties
Frontier orbital gap (spin up / spin down) ... 5.532 / 6.158 eV
Multiplicity ... 2
Charge ... +2
ΔE to the lowest compared entry with this formula, charge and spin ... 0.0 kJ/mol
⟨S²⟩ ... 0.8009

Entry from the OMol25 dataset: a molecular structure, C47H34CrN5O2 in a non-equilibrium geometry (wB97M-V/def2-TZVPD).

Element x y z (Å)
H  8.19299  -0.38414  -2.84658
N  -1.74737  -1.64646  -0.61715
H  -3.05982  -4.70684  -0.13532
H  -1.66130  6.63530  -4.64058
C  -0.48926  3.02326  -1.92896
C  1.76201  2.86100  -2.96594
C  2.13516  0.71342  -2.37947
C  4.34054  -0.40160  -2.32186
C  -1.14572  4.94010  -3.42458
C  -2.74384  3.23029  -0.82688
C  1.75806  -0.08203  1.44509
H  0.69760  -5.23654  1.22955
H  -0.15111  0.37932  3.08648
C  7.11762  -0.38839  -2.69984
C  -2.88304  -3.64545  -0.23130
C  -3.63879  -0.18112  -0.02426
C  -3.06467  -1.39453  -0.22441
C  -0.46537  -8.02632  -0.31713
H  0.81819  -2.00860  1.50734
C  5.20467  -0.32154  -1.22731
H  0.69151  -7.69826  1.46197
H  -4.79115  -2.75226  0.29314
H  -0.55336  8.27107  -3.14113
H  -2.09944  -0.00313  1.88221
H  -6.82557  -0.70937  3.32844
H  -5.90098  0.43415  -1.38852
H  -0.46825  -9.10611  -0.21756
C  -5.04869  -0.15254  0.48388
H  0.58641  7.47669  -1.09009
H  7.24258  -0.24480  -0.55712
H  -8.23462  0.46120  -0.54510
C  0.19231  -5.85167  0.49077
C  2.05364  -3.79278  -1.12673
H  0.61249  5.05558  -0.54183
H  2.20988  -4.85662  -1.01489
C  -1.60277  -3.03868  -0.58680
C  4.88416  -0.47662  -3.60244
C  -0.43567  -3.73132  -0.70870
C  2.30931  -1.60176  -1.53972
C  -0.50599  4.48234  -2.27221
H  -1.58691  -5.55322  -2.35949
H  -1.63012  4.21653  -4.07509
C  -0.45160  -5.22582  -0.57511
H  -2.88138  4.29374  -0.97337
C  -5.32681  -0.46901  1.80987
C  6.58368  -0.31645  -1.41631
H  1.66618  -1.52668  2.98891
N  0.81959  0.95325  -2.04561
H  1.83782  3.88750  -3.30124
C  -1.16315  6.29604  -3.73927
N  0.99311  -1.78042  -1.20259
C  0.11133  5.41128  -1.43810
O  1.12118  0.47011  0.45481
H  -1.61438  -8.02119  -2.13152
Cr  -0.28239  -0.24373  -0.78235
H  -4.62385  2.52547  0.11474
C  -7.68415  -0.12062  1.45048
O  2.86799  0.28113  1.83775
C  -7.42001  0.20092  0.12250
C  -3.63189  2.32904  -0.26803
H  -4.50538  -0.73608  2.46602
C  0.82143  -3.11973  -0.96717
H  4.03435  -2.99548  -1.69820
N  -1.30892  -0.58830  1.65657
C  -3.01547  1.06216  -0.32998
C  0.18716  -7.23645  0.62147
C  -1.10809  -7.41682  -1.38825
H  -8.70294  -0.10866  1.82516
C  2.98727  -2.84281  -1.47371
C  -6.11253  0.18451  -0.35396
C  -0.54098  7.21483  -2.89949
H  4.77532  -0.23885  -0.22839
C  -1.09591  -6.03011  -1.51652
C  -6.63222  -0.45730  2.29260
C  0.09665  6.76840  -1.74820
C  1.02313  -1.17330  2.18889
H  6.66903  -0.52642  -4.79557
H  -1.66079  -1.51171  1.43922
C  2.86203  -0.40967  -2.08284
C  -3.75708  -2.65900  -0.00775
C  0.58695  2.28384  -2.32125
H  -0.62248  -1.23046  3.58809
H  3.72619  2.00696  -3.33522
C  -1.59851  2.50112  -1.20506
H  4.21384  -0.54753  -4.45302
C  2.70774  1.91692  -2.98280
N  -1.75522  1.18042  -0.86282
C  -0.30347  -0.63834  2.72875
C  6.26330  -0.46645  -3.79315

Properties
Frontier orbital gap (spin up / spin down) ... 4.808 / 5.700 eV
Multiplicity ... 5
Charge ... -1
ΔE to the lowest compared entry with this formula, charge and spin ... 0.0 kJ/mol
⟨S²⟩ ... 6.0720

Entry from the OMol25 dataset: a single C6H7N3 molecule in a non-equilibrium geometry (wB97M-V/def2-TZVPD).

Element x y z (Å)
H  1.52979  -1.10074  -1.52684
N  0.30456  0.11914  -0.73630
H  1.70533  0.50830  -2.26037
C  -0.39628  -0.93058  0.23685
N  1.15643  -2.76607  1.08432
C  -1.00554  1.18400  1.42259
H  -1.40354  1.76215  2.29640
C  1.03773  -0.30429  -1.91516
C  -1.04516  -0.14589  1.35114
H  0.36570  -0.54033  -2.84508
H  -1.70329  -0.68815  2.04016
N  0.46905  1.34882  -0.43356
H  -1.22299  -1.54830  -0.39732
C  0.49306  -1.92061  0.73356
H  -0.13525  3.05212  0.45850
C  -0.14960  1.97044  0.49110

Properties
Frontier orbital gap (spin up / spin down) ... 8.801 / 8.801 eV
SMILES ... CN1N=CC=C[C@@H]1C#N
Charge ... 0
ΔE to the lowest compared entry with this formula, charge and spin ... 299.4 kJ/mol